Record 1
Molecular formula: C21H20ClN5O4S
Method: DFT, ωB97M-V with the def2-TZVPD basis set

Values from the calculation:
Energy in eV: -61099.0817
SMILES: CCOc1cc(/C=N/NC(=O)CSc2nncn2C)ccc1OC(=O)c1ccc(Cl)cc1
HOMO-LUMO gap in eV: 8.142

The geometry in ORCA input format:
```
! wB97M-V def2-TZVPD RIJCOSX def2/J DEFGRID3
* xyz 0 1
Cl -8.3637 -0.3847 0.2856
S 4.4488 -1.3494 1.1700
O 7.6019 0.1965 0.1165
O -0.0105 0.4060 -2.2744
O -1.9742 1.2774 -0.2151
O -1.7429 -0.3603 1.3060
N 5.6460 1.3019 0.0858
N 1.7490 -1.5558 0.8935
N 2.8501 -1.9183 -0.9721
N 1.5412 -2.0804 -1.2208
N 4.3209 1.2545 -0.0784
C 1.6479 1.3161 -0.9537
C 2.9720 -1.6087 0.2922
C -5.9021 -1.0006 1.1891
C 3.5570 2.1833 0.3266
C -6.0535 0.8224 -0.3907
C -4.6850 0.9928 -0.3258
C 1.2209 2.5273 1.0760
C -6.6560 -0.1735 0.3669
C -2.4485 0.3171 0.5950
C -0.1201 2.2468 0.9343
C 0.8931 -1.8697 -0.1159
C -4.5348 -0.8254 1.2502
C 5.5995 -1.0975 -0.2308
C 6.4012 0.1632 -0.0069
C 0.2882 1.0564 -1.1368
C -1.1140 -1.0871 -3.7215
C 2.1237 2.0286 0.1361
C -1.2688 -0.2085 -2.4914
C -0.5925 1.5198 -0.1509
C -3.9166 0.1699 0.4950
C 1.4342 -1.2111 2.2479
H 0.3843 -0.9256 2.2978
H -6.3858 -1.7688 1.7712
H -3.9246 -1.4529 1.8818
H -0.1661 -1.9349 0.0202
H -2.0440 0.5547 -2.6439
H -4.2070 1.7653 -0.9071
H 2.0615 -0.3764 2.5625
H -1.5471 -0.8301 -1.6326
H 3.9223 3.0698 0.8561
H -2.0432 -1.6121 -3.9225
H 1.5712 3.0913 1.9264
H 6.1119 2.1525 0.4111
H 4.9669 -1.0333 -1.1150
H -6.6561 1.4555 -1.0227
H 6.2722 -1.9513 -0.2875
H -0.3186 -1.8055 -3.5423
H 1.6175 -2.0584 2.9122
H -0.8350 2.5872 1.6687
H 2.3329 0.9289 -1.6900
H -0.8496 -0.4796 -4.5821
*
```

---

Record 2
Molecular formula: C21H20ClN5OS
Method: DFT, ωB97M-V with the def2-TZVPD basis set

Values from the calculation:
Energy above the lowest of the compared OMol25 structures with the same formula, charge and spin in kcal/mol: 6.4
Energy in eV: -54957.8100
SMILES: CCN1c2ncc(CSc3ccnc(C)c3)cc2C(=O)Nc2c(C)cc(Cl)nc21
HOMO-LUMO gap in eV: 8.322

The geometry in ORCA input format:
```
! wB97M-V def2-TZVPD RIJCOSX def2/J DEFGRID3
* xyz 0 1
Cl -4.6807 -1.9713 -0.6339
S 1.0232 4.6571 -0.5976
O 2.9987 -0.7345 0.2964
N -0.5256 0.7970 -2.4383
N -0.6752 -0.8448 2.0187
N -0.6232 1.4355 2.3498
N -2.4566 -1.4830 0.6954
N 1.2035 -1.8595 0.1123
C -2.9745 -2.0466 -0.4123
C 0.3993 3.1304 -1.3187
C 1.2234 0.4237 1.1864
C 0.6956 1.1989 -2.7494
C 1.6112 0.3741 -3.5788
C -0.2069 -1.9792 -0.0575
C -0.8876 2.6690 -1.0306
C -1.3543 -1.1908 3.3183
C -0.7551 -2.5945 -1.2284
C -1.1330 -1.4418 0.8590
C -1.3126 1.4374 -1.5608
C 0.0062 0.3564 1.8581
C -0.0507 2.6194 2.1523
C 1.1920 2.3573 -2.1580
C 1.8353 1.6531 1.0619
C 1.6414 4.1415 1.0795
C -1.0727 -2.6737 3.6347
C 0.1363 -3.2038 -2.3035
C 1.8281 -0.7547 0.6378
C -2.1392 -2.6453 -1.3573
C 1.1574 2.7888 1.5319
H 0.6413 -4.0869 -1.8824
H -0.5903 3.5338 2.4129
H -1.4248 -3.3252 2.8473
H 1.8110 0.8579 -4.5467
H -2.3239 1.0285 -1.3495
H -2.4322 -1.0610 3.2577
H 1.8326 -2.3815 -0.4643
H 2.7411 4.1420 0.9887
H -1.5382 -2.9445 4.5823
H -1.5322 3.2230 -0.3531
H 1.3467 4.8426 1.8694
H 2.7389 1.6813 0.4651
H 2.5407 0.1321 -3.0044
H -0.4431 -3.5326 -3.1433
H -0.9924 -0.5480 4.1572
H 0.0045 -2.8175 3.7736
H 1.1077 -0.5450 -3.7961
H 0.8490 -2.4514 -2.6197
H 2.1887 2.7111 -2.3521
H -2.6286 -3.0748 -2.2100
*
```

---

Record 3
Molecular formula: C21H20N3O7OsS
Method: DFT, ωB97M-V with the def2-TZVPD basis set

Values from the calculation:
Energy in eV: -54199.8558
HOMO-LUMO gap (spin up / spin down) in eV: 6.607 / 6.388

The geometry in ORCA input format:
```
! wB97M-V def2-TZVPD RIJCOSX def2/J DEFGRID3
* xyz 1 1
Os -0.2546 0.4262 -0.1118
S -2.2218 2.8981 0.3713
O -3.4870 3.1782 -0.2236
O 1.2850 -0.7216 0.2272
O -2.1379 2.2256 1.6283
O 2.7164 -0.2363 1.8717
O 0.2072 1.0841 1.9706
O -0.9952 -2.8237 -0.9037
O -1.6421 -0.8730 0.0703
N -0.3560 -1.8136 2.3150
N -0.2362 0.0207 -2.0913
N -1.3626 1.8748 -0.7215
C -0.4621 -0.3594 -4.8190
C -1.2401 4.3512 0.4217
C -1.1867 -2.6791 1.5220
C -1.4843 5.3752 -0.4829
C -1.2529 -2.1996 0.0763
C 0.4137 -0.9672 -2.6795
C -1.6609 1.8968 -2.1163
C -2.4499 2.7738 -2.8203
C -1.0082 -0.7515 3.0635
C -0.6843 6.5060 -0.4433
C 1.8017 -0.8972 1.4541
C -0.1676 0.4849 3.2530
C 1.0724 -1.9656 2.2887
C 0.5587 5.5777 1.4039
C -1.1598 0.7061 -4.2118
C 0.3215 -1.1841 -4.0587
C 0.3358 6.6032 0.4933
C -1.9843 1.6232 -4.9049
C -0.2318 4.4410 1.3736
C -2.6059 2.6234 -4.2153
C -1.0213 0.8579 -2.8271
H 1.0087 -1.6019 -2.0400
H -3.2401 3.3259 -4.7380
H 0.8670 -2.0071 -4.4955
H 1.1622 1.2483 2.0163
H -2.2046 -2.6579 1.9153
H -1.9189 -0.4638 2.5359
H 1.5094 -1.9241 3.2886
H -0.7273 1.2281 3.8168
H -2.9860 3.5625 -2.3202
H -0.8661 7.3167 -1.1353
H 0.7639 0.2620 3.7732
H -0.5503 -0.5110 -5.8874
H -2.1082 1.5220 -5.9750
H -0.0911 3.6374 2.0824
H -0.8395 -3.7119 1.5382
H 1.3204 -2.9434 1.8704
H -2.3057 5.3059 -1.1832
H 1.3412 5.6702 2.1448
H 0.9533 7.4909 0.5233
H -1.3014 -1.0757 4.0718
*
```

---

Record 4
Molecular formula: C21H20N4O3
Method: DFT, ωB97M-V with the def2-TZVPD basis set

Values from the calculation:
Energy above the lowest of the compared OMol25 structures with the same formula, charge and spin in kcal/mol: 8.9
Energy in eV: -34205.9700
SMILES: Nc1c(C(=O)N[C@@H]2CC[C@H](c3ccccc3)c3ccccc32)[nH]c(=O)[nH]c1=O
HOMO-LUMO gap in eV: 8.242

The geometry in ORCA input format:
```
! wB97M-V def2-TZVPD RIJCOSX def2/J DEFGRID3
* xyz 0 1
O -2.6451 -1.4877 2.1404
O -1.9135 4.2933 1.8513
O -5.8510 2.3311 1.6222
N -4.0754 0.9386 1.6324
N -3.9125 3.3591 1.8192
N -0.8722 -0.8173 0.9775
N -0.4133 1.9053 1.5888
C -1.8445 1.9449 1.6108
C -4.6608 2.1909 1.7491
C 1.2073 -2.0534 -1.1469
C -0.2085 -2.1271 0.9414
C 1.1189 -2.1002 1.7210
C 2.3815 0.1562 -1.0342
C 1.3965 -2.2895 -2.5285
C 1.3387 2.2208 -1.8527
C 3.5956 0.8290 -0.9741
C -2.1001 -0.5854 1.5234
C -2.6616 0.7784 1.5488
C 0.0353 -2.4360 -0.5040
C -0.9885 -3.0170 -1.2304
C 2.3173 -1.2510 -0.4272
C 3.6803 2.1892 -1.2877
C 2.5570 2.8713 -1.7354
C 1.2382 0.8387 -1.5236
C -0.7720 -3.2701 -2.6090
C 2.1051 -1.0869 1.0957
C -2.5514 3.2621 1.7116
C 0.3925 -2.9193 -3.2824
H 2.6184 3.8920 -2.1116
H 4.4530 0.3182 -0.5746
H 0.4750 2.7509 -2.2077
H -4.4284 4.2215 1.7527
H 2.3000 -1.9413 -3.0665
H -0.8279 -2.8907 1.4161
H 3.0674 -1.1997 1.6195
H 0.0067 2.8223 1.7006
H -1.9794 -3.2099 -0.8088
H 3.2764 -1.7549 -0.6126
H -4.6387 0.0888 1.6248
H 1.7621 -0.1112 1.3831
H 0.0407 1.1523 2.1427
H -1.5880 -3.6864 -3.2232
H 1.5674 -3.0865 1.5507
H -0.4043 -0.0806 0.4133
H 1.0025 -1.9433 2.7582
H 4.6337 2.6963 -1.2152
H 0.2795 0.3363 -1.5792
H 0.4898 -3.0419 -4.3599
*
```

---

Record 5
Molecular formula: C21H20N6O4RuS3
Method: DFT, ωB97M-V with the def2-TZVPD basis set

Values from the calculation:
Energy above the lowest of the compared OMol25 structures with the same formula, charge and spin in kcal/mol: 13.4
Energy in eV: -74323.7501
HOMO-LUMO gap (spin up / spin down) in eV: 7.283 / 6.579
⟨S²⟩: 0.755

The geometry in ORCA input format:
```
! wB97M-V def2-TZVPD RIJCOSX def2/J DEFGRID3
* xyz -1 2
Ru -0.1529 0.1466 -0.1328
S -1.9977 1.6238 -0.7001
S -0.7604 -2.0996 0.2024
S -0.5592 3.0908 -0.3929
O -0.9269 3.8780 0.7610
O -0.3161 3.8330 -1.6026
O -3.7420 -0.8127 -0.2125
O 0.5880 2.1459 -0.0890
N 0.9654 -0.4542 -2.8697
N 0.0221 -2.6808 2.8842
N -0.1604 -0.3364 -2.1507
N 1.8394 -0.2746 -0.1578
N 1.0891 0.7003 2.5197
N -0.1111 0.5490 1.9195
C 4.6322 -2.0282 4.5430
C -0.2721 2.1030 3.5288
C 3.6628 -1.4360 0.9214
C 4.0367 1.5427 -3.3034
C 4.3551 -1.8580 2.0330
C 4.7703 2.2587 -4.4044
C -0.5684 -1.5889 -3.9596
C 0.7516 -1.2026 -3.9694
C 2.8499 0.8770 -3.5433
C 3.9490 -1.4880 3.3164
C 2.1529 0.2453 -2.5205
C 2.5769 0.2842 -1.1892
C 1.0194 1.6294 3.4869
C 3.7718 0.9926 -0.9606
C -1.0940 -1.0289 -2.7907
C 2.5437 -0.5887 1.0054
C 2.1756 -0.1922 2.2916
C 4.4832 1.5818 -1.9818
C -0.2835 -2.4105 1.8021
C 2.8473 -0.6630 3.4175
C -0.9316 1.4034 2.5206
H 3.9659 -1.7648 -0.0649
H -1.0766 -2.2025 -4.6815
H 4.5495 -1.3347 5.3805
H -1.9386 1.5121 2.1568
H 5.2071 -2.5180 1.9093
H 1.5522 -1.4003 -4.6604
H 2.4683 -0.3895 4.3947
H -3.4705 -0.8043 0.7110
H 4.4625 3.3053 -4.4678
H 5.6916 -2.2098 4.3562
H 4.1837 -2.9748 4.8540
H 2.4340 0.8534 -4.5443
H 4.5752 1.7996 -5.3744
H 4.1243 1.0855 0.0576
H 1.8897 1.8756 4.0703
H 5.3930 2.1221 -1.7423
H -0.6657 2.8882 4.1478
H -2.0820 -1.1000 -2.3641
H 5.8479 2.2428 -4.2348
H -3.6716 0.1185 -0.4580
*
```

---

Record 6
Molecular formula: C21H21AuN2OS
Method: DFT, ωB97M-V with the def2-TZVPD basis set

Values from the calculation:
Energy above the lowest of the compared OMol25 structures with the same formula, charge and spin in kcal/mol: 60.1
Energy in eV: -41653.4084
HOMO-LUMO gap in eV: 2.393

The geometry in ORCA input format:
```
! wB97M-V def2-TZVPD RIJCOSX def2/J DEFGRID3
* xyz 2 1
Au 0.4109 0.9810 -1.0331
S -0.7736 -1.1289 2.4170
O -0.0717 -0.6447 1.1389
N -0.2963 -1.9393 -0.9766
N 2.0673 -0.3994 -1.0733
C 0.7667 -2.3994 -1.5922
C 2.0309 -1.6777 -1.5118
C 0.7115 -3.6321 -2.3115
C -0.0520 -0.2115 3.8117
C -0.9050 2.4021 -1.2182
C 3.2568 0.1710 -0.8986
C -2.5527 4.3966 -1.6326
C 1.8594 -4.2326 -2.7681
C -3.9673 6.1689 -0.8025
C 4.4331 -1.7287 -1.7033
C -2.3431 -0.2582 2.5437
C -1.7006 3.3409 -1.4022
C -3.5693 5.9304 -3.2062
C 3.1891 -2.3553 -1.9018
C -3.1773 5.0831 -0.5488
C 3.0915 -3.6317 -2.5337
C -2.5026 -0.0035 4.0367
C -4.1626 6.5952 -2.1251
C -2.7754 4.8404 -2.9746
C -1.1685 0.6082 4.4766
C 4.4662 -0.4704 -1.1697
H -4.4408 6.7020 0.0104
H 3.2482 1.1958 -0.5519
H 5.3446 -2.2508 -1.9675
H -1.0594 0.5997 5.5588
H -2.2154 0.6697 1.9805
H -0.2483 -4.1216 -2.4297
H 0.7633 0.3843 3.4037
H -3.0143 4.7327 0.4615
H -3.7333 6.2835 -4.2149
H -3.3422 0.6594 4.2352
H -1.1150 1.6462 4.1483
H -2.3001 4.3054 -3.7856
H 0.3649 -0.9641 4.4792
H 5.3966 0.0502 -0.9934
H -1.1609 -2.4551 -1.0807
H -3.1247 -0.8666 2.0926
H -0.2243 -1.2834 -0.1364
H -2.6939 -0.9403 4.5639
H 1.8044 -5.1890 -3.2699
H -4.7886 7.4589 -2.3141
H 4.0040 -4.1198 -2.8545
*
```